(1)
Entry from the OMol25 dataset: a 2-piece molecular cluster, CH8N3 overall in a non-equilibrium geometry (ωB97M-V/def2-TZVPD).

The calculation puts the energy above the lowest of the compared OMol25 structures with the same formula, charge and spin at 1.383 eV. The calculation puts the gap between HOMO and LUMO at 11.493 eV. Its charge is +1. For the total energy, the calculation gives -206.90885 hartree.

Geometry as XYZ:
```
12
Properties=species:S:1:pos:R:3:forces:R:3:lowdin_charge:R:1
N -2.0780 0.8159 0.2260 -0.5 2.5 0.0 0.010
H -2.3493 1.8459 0.2385 0.2 -1.5 -0.7 0.091
H 0.7767 -1.6479 0.9348 -2.0 -0.6 1.4 0.099
H -1.8359 0.7889 1.1774 1.4 -0.1 2.2 0.004
H -2.9405 0.3570 0.4175 -1.4 -0.7 -1.0 0.033
N 0.4629 0.2492 -0.8271 -0.8 -0.4 2.4 0.189
C 1.5011 -0.4783 -0.5691 -0.6 0.2 0.3 -0.182
N 1.5388 -1.2814 0.4794 5.3 1.7 -0.9 0.188
H -0.2266 0.4497 -0.0318 0.2 -0.6 -2.1 0.109
H 0.2506 0.5183 -1.7489 -0.2 0.9 -1.1 0.121
H 2.3761 -0.3457 -1.1811 0.4 -0.4 -0.2 0.157
H 2.5241 -1.2718 0.8844 -2.1 -1.1 -0.3 0.180
```
Positions in Å, forces in eV/Å.



(2)
Entry from the OMol25 dataset: a 2-piece molecular cluster, CH8N3O overall in a non-equilibrium geometry (ωB97M-V/def2-TZVPD).

The calculation puts the energy above the lowest of the compared OMol25 structures with the same formula, charge and spin at 1.165 eV. The calculation puts the gap between HOMO and LUMO at 11.488 eV. Its charge is +1. For the total energy, the calculation gives -282.18634 hartree.

Geometry as XYZ:
```
13
Properties=species:S:1:pos:R:3:forces:R:3:lowdin_charge:R:1
N 0.0699 0.0844 0.9564 0.6 -1.9 -2.0 0.215
C 0.9076 -0.0320 -0.1138 1.0 3.0 0.9 -0.427
N 2.2009 -0.2703 0.0797 -0.9 -0.2 -0.2 0.224
N 0.6068 0.5806 -1.2884 0.0 -0.1 -0.5 0.170
H -0.8404 0.3405 0.5816 -0.6 -0.4 0.9 0.092
H 0.1632 -0.7305 1.5610 -0.7 0.4 0.4 0.139
H 2.8101 -0.0542 -0.6939 0.3 -0.5 0.1 0.141
H 2.5538 -0.4053 1.0120 0.3 0.0 0.0 0.141
H 1.1075 1.4334 -1.4822 0.4 -0.2 -0.2 0.132
H -0.2455 0.5061 -1.8171 -0.4 -0.3 0.6 0.126
H -3.4141 -0.2824 1.1600 0.2 -0.1 0.1 0.054
H -3.7694 -0.2321 -0.2842 0.0 0.0 -0.4 0.051
O -3.0027 -0.3257 0.2879 0.0 0.1 0.3 -0.058
```
Positions in Å, forces in eV/Å.



(3)
Entry from the OMol25 dataset: one molecule with the formula CH8N3OP in a non-equilibrium geometry (ωB97M-V/def2-TZVPD).

The calculation puts the gap between HOMO and LUMO (spin up / spin down) at 4.582 / 7.032 eV. Its spin multiplicity is 3. For the total energy, the calculation gives -623.57023 hartree.

Geometry as XYZ:
```
14
Properties=species:S:1:pos:R:3:forces:R:3:lowdin_charge:R:1
C 2.1185 -0.2064 0.2017 -0.1 2.2 2.8 -0.178
N -0.3821 1.1424 1.1002 3.7 1.3 2.9 0.002
N -0.8426 0.3383 -1.6153 0.6 1.9 0.5 -0.094
N -1.6986 -1.1881 0.3069 0.3 0.3 1.3 -0.095
O 0.8662 -0.8509 -0.0504 -1.2 0.6 0.1 -0.329
P -0.5386 0.0308 0.0646 -1.2 -6.0 -5.3 0.381
H 3.0046 -0.9058 0.4959 -2.0 1.1 -1.1 0.117
H 1.8629 0.4834 1.1182 1.2 -1.4 -1.2 0.069
H 2.2968 0.6009 -0.5395 0.5 -1.1 -0.2 0.067
H -1.0637 1.8152 1.1604 -2.3 1.9 0.3 -0.051
H -0.1166 0.8759 -2.1561 -0.3 -0.7 0.4 0.041
H -1.6836 0.9648 -1.5923 0.5 -0.7 -0.1 0.001
H -1.5672 -2.2174 0.4014 0.7 0.6 -0.2 0.058
H -2.2560 -0.8832 1.1043 -0.4 -0.1 -0.3 0.011
```
Positions in Å, forces in eV/Å.



(4)
Entry from the OMol25 dataset: a 2-piece molecular cluster, CH8N4 overall in a non-equilibrium geometry (ωB97M-V/def2-TZVPD).

The calculation puts the energy above the lowest of the compared OMol25 structures with the same formula, charge and spin at 3.282 eV. The calculation puts the gap between HOMO and LUMO (spin up / spin down) at 9.136 / 9.139 eV. Its charge is +2. For the total energy, the calculation gives -260.99241 hartree.

Geometry as XYZ:
```
13
Properties=species:S:1:pos:R:3:forces:R:3:lowdin_charge:R:1
C 1.1895 -0.5668 0.6828 1.2 -1.9 1.7 0.061
N 1.1557 -0.4964 -0.7327 -1.8 -1.1 2.0 0.184
N -1.5688 -0.5728 -0.1768 3.1 -3.2 0.9 0.283
N 0.2268 0.2403 -0.0840 0.7 -0.7 -1.4 -0.143
N 0.0182 1.5007 -0.0501 0.4 2.6 -2.2 0.243
H 0.8203 -1.5078 1.2106 0.3 1.4 -0.7 0.174
H 2.0762 -0.0282 1.1204 -1.3 -0.3 0.1 0.180
H 1.9704 -0.5760 -1.3284 -0.1 1.5 -1.4 0.215
H -1.4046 -1.6458 -0.0026 -1.0 2.6 -0.5 0.205
H -2.1091 -0.3111 -0.9656 -0.6 0.1 -1.3 0.122
H -1.7776 -0.0495 0.6295 -1.2 0.2 1.4 0.095
H -0.0728 2.0193 -0.9400 0.5 -0.6 0.1 0.201
H -0.5243 1.9940 0.6369 -0.2 -0.5 1.3 0.178
```
Positions in Å, forces in eV/Å.



(5)
Entry from the OMol25 dataset: a 2-piece molecular cluster, CH8N5O2S overall in a non-equilibrium geometry (ωB97M-V/def2-TZVPD).

The calculation puts the energy above the lowest of the compared OMol25 structures with the same formula, charge and spin at 0.363 eV. The calculation puts the gap between HOMO and LUMO at 8.818 eV. Its charge is +1. For the total energy, the calculation gives -865.01985 hartree.

Geometry as XYZ:
```
17
Properties=species:S:1:pos:R:3:forces:R:3:lowdin_charge:R:1
C 1.7561 0.2351 -0.6948 2.1 0.6 -0.6 -0.422
N 1.2857 0.4621 0.4990 -0.2 0.0 -1.1 0.249
N 2.9474 0.7156 -1.0938 0.4 -1.8 -3.7 0.201
N -3.2342 -1.1979 1.8414 1.0 0.8 0.3 -0.165
N -0.0099 -0.9056 -1.7146 1.3 1.6 0.5 0.188
N 1.1909 -0.7646 -1.4225 -1.2 -2.6 -1.5 0.054
O -1.1987 -0.6332 0.5834 -0.5 0.5 1.8 -0.533
O -2.4704 1.1412 2.2603 2.9 -2.6 0.5 -0.292
S -1.7134 -0.4779 1.9793 -3.0 1.5 -1.4 0.989
H 1.7054 1.1989 1.0013 0.2 0.7 1.0 0.134
H 0.2928 0.2591 0.4989 -0.8 -0.1 1.0 0.043
H 3.4768 1.2919 -0.5211 0.7 1.3 1.4 0.091
H 3.5381 0.4459 -1.9979 -2.5 0.3 2.6 0.213
H -3.5058 -1.9595 1.2508 0.7 -0.3 -0.4 0.071
H -3.8046 -1.0961 2.6477 -0.4 0.1 0.7 0.051
H -0.1812 -1.8436 -2.1078 0.5 0.0 0.1 0.110
H -3.1373 1.2214 1.5978 -1.1 0.1 -1.1 0.015
```
Positions in Å, forces in eV/Å.



(6)
Entry from the OMol25 dataset: a 2-piece molecular cluster, CH8NO2 overall in a non-equilibrium geometry (ωB97M-V/def2-TZVPD).

The calculation puts the energy above the lowest of the compared OMol25 structures with the same formula, charge and spin at 0.276 eV. The calculation puts the gap between HOMO and LUMO at 12.521 eV. Its charge is +1. For the total energy, the calculation gives -247.87606 hartree.

Geometry as XYZ:
```
12
Properties=species:S:1:pos:R:3:forces:R:3:lowdin_charge:R:1
O -1.7107 -1.2343 0.6600 0.0 0.9 0.8 -0.006
H -0.6121 1.4782 0.6513 -0.5 0.3 0.5 0.156
H -2.1518 -1.4116 1.4973 -0.1 0.1 0.1 0.087
H -1.7397 -2.0633 0.2151 0.1 -1.1 -0.8 0.067
N 0.0841 0.7541 0.7316 0.7 0.4 -1.5 0.208
C 0.9932 0.9408 -0.4899 0.4 -2.2 -0.5 -0.153
O 0.9896 -0.3242 -1.1338 -0.5 0.7 -0.5 -0.027
H -0.4177 -0.1803 0.6894 0.1 0.2 0.1 0.106
H 0.6509 0.8851 1.5483 0.0 -0.1 0.8 0.157
H 0.6272 1.7717 -1.0829 0.0 0.0 -0.1 0.141
H 2.0337 1.0446 -0.1920 -0.2 0.7 0.5 0.139
H 0.7484 -0.2658 -2.0762 0.1 0.1 0.5 0.124
```
Positions in Å, forces in eV/Å.



(7)
Entry from the OMol25 dataset: a 3-piece molecular cluster, CH8NO3 overall in a non-equilibrium geometry (ωB97M-V/def2-TZVPD).

The calculation puts the energy above the lowest of the compared OMol25 structures with the same formula, charge and spin at 0.816 eV. The calculation puts the gap between HOMO and LUMO at 8.089 eV. Its charge is -1. For the total energy, the calculation gives -323.38139 hartree.

Geometry as XYZ:
```
13
Properties=species:S:1:pos:R:3:forces:R:3:lowdin_charge:R:1
N 0.3320 -2.0138 -0.4816 -1.9 1.1 0.3 -0.043
C 0.5111 -0.9117 0.5729 -1.6 0.7 1.2 -0.525
O 0.3398 0.3893 0.2211 0.6 -0.8 -0.7 -0.325
H -0.4772 -2.4062 0.0095 0.5 -1.3 -0.2 0.018
H -0.2864 -1.5005 -1.1183 0.7 0.2 -0.8 0.019
H 1.4378 -1.1875 1.0356 1.1 0.3 0.4 0.060
H -0.3007 -1.1554 1.3613 0.8 0.0 -0.4 0.089
H 0.9532 3.2097 -0.1192 0.3 -0.1 0.2 0.008
H 1.5709 1.8357 0.0890 0.0 1.4 0.6 0.027
O 1.7690 2.8330 0.2436 -0.5 -1.5 -0.7 -0.158
H -1.2622 0.5837 -0.2584 0.4 -0.3 0.0 -0.022
H -2.3747 -0.2597 -0.9839 0.1 -0.3 -0.1 -0.016
O -2.2127 0.5833 -0.5718 -0.4 0.6 0.2 -0.131
```
Positions in Å, forces in eV/Å.



(8)
Entry from the OMol25 dataset: a 3-piece molecular cluster, CH8NO3 overall in a non-equilibrium geometry (ωB97M-V/def2-TZVPD).

The calculation puts the energy above the lowest of the compared OMol25 structures with the same formula, charge and spin at 0.611 eV. The calculation puts the gap between HOMO and LUMO at 7.988 eV. Its charge is -1. For the total energy, the calculation gives -323.38892 hartree.

Geometry as XYZ:
```
13
Properties=species:S:1:pos:R:3:forces:R:3:lowdin_charge:R:1
N 2.4322 -0.1734 0.7411 0.0 -0.3 1.2 -0.029
C 0.9731 0.0182 1.0762 -0.6 -1.9 -0.9 -0.543
O 0.3541 0.7130 0.1209 -0.3 0.9 -0.1 -0.321
H 2.6322 -1.0899 0.3658 -0.3 0.0 -0.2 0.019
H 2.7115 0.5171 0.0588 -0.4 0.1 -0.1 0.026
H 0.4475 -1.0248 1.1548 1.3 0.6 0.2 0.091
H 0.8793 0.3810 2.1101 0.3 0.6 0.1 0.066
H -0.9460 -0.9801 -0.1131 0.3 0.0 -0.2 -0.025
H -2.1172 -1.0653 -1.0309 0.6 -0.4 0.3 0.017
O -1.4783 -1.6518 -0.5712 -0.8 0.3 -0.2 -0.116
H -1.4640 1.7966 -1.6166 -0.6 -0.3 -0.2 0.011
H -1.0207 1.0123 -0.4608 -0.6 -0.6 0.0 -0.013
O -1.8744 1.1226 -1.0494 1.1 0.9 0.1 -0.183
```
Positions in Å, forces in eV/Å.